85
Properties=species:S:1:pos:R:3:mulliken_charge:R:1 method="wB97M-V/def2-TZVPD" multiplicity=7 homo_lumo_gap_ev="4.43 / 3.82"
Eu 1.037 -0.401 -0.146 1.210
Cl 6.516 4.279 -1.793 -0.219
C 5.676 2.795 -1.664 -0.061
C 4.536 2.746 -0.861 -0.416
C 3.808 1.579 -0.689 0.284
N 2.639 1.497 0.130 -0.272
C 1.907 2.606 0.209 0.260
O 1.862 3.507 -0.658 -0.763
C 0.908 2.586 1.343 0.059
C 0.311 3.715 1.833 -0.617
C -0.445 3.643 2.964 -0.793
C -0.530 2.426 3.598 -0.720
C 0.082 1.300 3.018 0.359
N 0.724 1.357 1.866 0.272
C 4.141 0.426 -1.429 0.396
C 5.315 0.449 -2.178 -0.929
C 6.071 1.591 -2.298 0.012
Cl 7.640 1.579 -3.138 -0.236
N 3.197 -0.680 -1.321 -0.041
C 3.451 -1.736 -2.024 0.132
O 4.236 -1.873 -2.977 -0.803
C 2.533 -2.948 -1.707 0.354
C 2.796 -4.147 -2.322 -0.556
C 2.171 -5.288 -1.815 -0.479
C 1.249 -5.109 -0.806 -1.093
C 0.975 -3.848 -0.326 0.382
N 1.598 -2.784 -0.785 0.323
H 4.213 3.694 -0.384 0.420
H 0.326 4.541 1.205 0.590
H -0.887 4.534 3.501 0.373
H -1.015 2.257 4.539 0.514
H 0.053 0.316 3.525 -0.048
H 5.745 -0.400 -2.617 0.665
H 3.514 -4.099 -3.159 0.436
H 2.325 -6.268 -2.281 0.390
H 0.827 -5.986 -0.339 0.446
H 0.216 -3.829 0.488 0.102
C -3.497 -1.968 -1.414 -0.825
C -4.078 -2.321 -0.178 -0.565
C -3.292 -2.411 0.900 -1.092
C -1.902 -2.143 0.791 0.391
N -1.339 -1.746 -0.358 0.503
C -2.122 -1.672 -1.455 -0.249
C -1.046 -2.200 1.985 1.356
C -1.429 -2.828 3.162 -1.020
C -0.572 -2.769 4.250 -0.847
C 0.707 -2.300 4.100 -0.599
C 1.090 -1.759 2.916 -1.353
C 0.250 -1.694 1.780 1.022
H -4.107 -1.975 -2.360 0.357
H -5.164 -2.405 -0.140 0.403
H -3.699 -2.602 1.970 0.125
H -1.539 -1.362 -2.376 0.300
H -2.307 -3.419 3.411 0.451
H -0.823 -3.258 5.170 0.460
H 1.399 -2.370 4.924 0.431
H 2.089 -1.392 2.921 0.423
O -5.972 2.747 3.686 -0.541
C -6.186 1.776 2.675 -0.395
N -5.318 1.849 1.563 -0.117
C -4.021 1.460 1.630 0.246
O -3.659 0.862 2.623 -0.618
C -3.178 1.642 0.428 -0.254
C -3.628 2.175 -0.758 -0.782
C -2.780 2.198 -1.904 -1.517
C -1.454 1.805 -1.756 -0.474
N -1.000 1.250 -0.549 1.405
C -1.853 1.194 0.450 0.434
H -5.041 2.831 3.820 0.354
H -7.211 2.001 2.268 0.306
H -6.144 0.789 3.137 0.299
H -5.650 2.431 0.789 0.193
H -4.658 2.550 -0.753 0.315
H -3.090 2.484 -2.871 0.550
H -0.810 1.745 -2.568 0.162
H -1.591 0.661 1.349 0.631
C 1.776 -0.094 -4.539 -1.207
C 1.335 0.585 -3.324 0.483
N 1.596 1.846 -3.111 -0.094
O 0.655 -0.060 -2.500 -0.176
H 2.122 0.559 -5.340 0.515
H 0.893 -0.641 -4.842 0.267
H 2.641 -0.704 -4.222 0.088
H 2.281 2.274 -3.704 0.363
H 1.605 2.349 -2.176 -0.039